No. 1
32
Properties=species:S:1:pos:R:3:forces:R:3:lowdin_charge:R:1 method="wB97M-V/def2-TZVPD" de_lowest_kcal_mol=235.8
C -0.897582 -0.793634 -1.165197 3.976 -1.039 0.410 -0.138
C -1.640635 0.417718 -1.112691 -1.666 2.012 0.224 -0.050
C -2.983038 0.659073 -1.350329 1.928 0.489 0.321 -0.069
C -4.011043 -0.209814 -1.750722 -1.220 -2.534 -0.544 -0.091
C -3.976228 -1.597739 -1.728608 -1.055 1.884 -0.514 -0.078
C -2.908893 -2.383890 -1.244074 1.973 -0.312 0.333 -0.056
C -1.599702 -2.017020 -0.972229 -2.653 -2.351 -0.819 -0.068
H 0.110361 -0.814000 -1.720615 -2.006 0.085 0.008 0.161
H -1.079685 1.310338 -0.834826 0.064 -0.111 -0.153 0.114
H -3.301374 1.704763 -1.315675 0.372 -0.219 0.161 0.111
H -4.954052 0.236543 -2.094783 0.506 -0.086 0.190 0.107
H -4.880158 -2.136713 -2.070565 0.588 0.414 0.294 0.113
H -3.132343 -3.458349 -1.117512 0.190 0.684 0.161 0.118
H -1.048442 -2.829175 -0.512411 -0.014 0.020 -0.472 0.078
C 0.255187 -1.033150 0.437980 -1.580 0.297 0.864 -0.073
N 0.881160 -2.379156 0.592817 2.093 -1.939 0.314 -0.290
O 0.196346 -3.426428 0.871349 1.544 3.293 -0.749 0.011
O 2.147565 -2.431414 0.481654 -3.436 -0.367 0.127 0.025
C 1.177761 0.100511 0.745836 0.812 0.501 0.218 -0.178
C 2.439729 0.170614 0.111283 -0.314 0.219 0.251 -0.028
C 3.370826 1.150218 0.410085 -0.144 1.238 0.881 0.026
C 3.062898 2.159834 1.358904 -1.819 -1.725 -0.612 -0.142
N 3.873561 3.333909 1.557829 0.744 1.982 0.467 -0.304
O 3.318507 4.197218 2.295574 2.227 -1.345 -1.734 0.036
O 4.982868 3.449164 0.973264 -2.757 -0.253 1.599 0.063
C 1.811855 2.105960 2.027911 0.305 -0.078 -0.521 0.011
C 0.886654 1.102758 1.712266 0.131 -0.699 -0.181 -0.008
H -0.664740 -1.073386 1.025735 0.597 0.129 0.453 0.137
H 2.710612 -0.595964 -0.592655 0.044 0.077 -0.128 0.106
H 4.337302 1.176501 -0.067305 0.034 -0.009 -0.163 0.117
H 1.569120 2.869909 2.771736 0.100 -0.407 -0.381 0.119
H -0.054409 1.034799 2.275983 0.436 0.153 -0.308 0.120

No. 2
40
Properties=species:S:1:pos:R:3:forces:R:3:lowdin_charge:R:1 method="wB97M-V/def2-TZVPD" total_charge=-2 de_lowest_kcal_mol=0.0
Na 0.687383 -0.086796 0.650191 0.002 -0.069 0.038 0.246
C 5.457608 -2.168480 3.646295 0.011 0.000 -0.014 -0.511
S 3.872094 -2.898022 4.074556 -0.031 -0.001 0.004 0.742
C 2.695087 -1.887072 3.165711 0.096 0.056 -0.048 -1.169
S 3.210503 -0.585779 2.216383 0.004 -0.059 0.055 0.534
N 1.497719 -2.354269 3.422464 -0.030 -0.027 0.048 -0.152
N 0.503255 -1.690990 2.763736 -0.007 0.110 -0.064 -0.017
C -0.674684 -1.937248 3.178191 0.024 -0.078 0.070 -0.114
C -1.841505 -1.291567 2.561900 -0.059 0.049 -0.052 -0.262
C -3.128052 -1.703088 2.907910 0.080 -0.019 0.028 -0.054
C -4.208813 -1.094671 2.293572 -0.078 -0.023 0.020 -0.101
C -3.977120 -0.103023 1.359483 0.040 0.069 -0.053 -0.061
C -2.660317 0.253559 1.074024 -0.004 -0.010 0.025 -0.098
N -1.620926 -0.318913 1.670898 -0.026 -0.064 0.063 0.124
H 6.207572 -2.757266 4.178907 0.000 0.001 0.004 0.011
H 5.506742 -1.127786 3.958182 0.001 0.000 0.001 0.007
H 5.635147 -2.218352 2.574677 -0.002 0.000 0.001 0.011
H -0.837383 -2.640400 3.999575 -0.014 0.012 -0.014 0.105
H -3.264841 -2.492627 3.637096 0.014 -0.005 -0.004 0.095
H -5.220092 -1.400786 2.538516 -0.002 0.004 -0.002 0.091
H -4.788346 0.393347 0.843702 -0.001 -0.001 0.004 0.096
H -2.431098 1.018452 0.339245 0.017 -0.003 -0.007 0.079
O -1.026452 -0.491271 -1.235939 -0.073 0.020 -0.062 -0.334
S 0.050824 -0.607803 -2.205941 -0.009 -0.021 -0.038 0.452
O -0.129736 -1.685940 -3.165573 0.010 0.008 -0.004 -0.361
O 1.366423 -0.598664 -1.571351 0.062 -0.026 -0.020 -0.345
C 0.020225 0.893547 -3.229266 -0.002 0.027 0.017 -0.194
C 0.198693 0.656496 -4.591336 -0.003 0.004 -0.001 -0.080
C 0.246498 1.689147 -5.513026 0.000 -0.014 0.001 -0.108
C 0.114880 2.996380 -5.075763 0.000 0.011 0.002 -0.108
C -0.062505 3.246572 -3.725525 0.000 0.005 0.002 -0.082
C -0.115621 2.217673 -2.786556 0.009 -0.031 -0.012 -0.196
S -0.437190 2.797954 -1.094345 -0.019 0.008 -0.012 0.456
O 0.002654 4.185733 -1.114120 -0.002 -0.011 0.007 -0.366
O -1.877920 2.651070 -0.938306 -0.015 -0.009 0.003 -0.352
O 0.351769 1.964608 -0.200453 0.005 0.090 0.016 -0.353
H 0.293703 -0.372606 -4.906937 0.001 -0.003 0.000 0.095
H 0.387207 1.467525 -6.565271 0.001 0.001 0.000 0.087
H 0.152419 3.822515 -5.777467 0.000 -0.002 -0.001 0.087
H -0.155807 4.258839 -3.358038 0.000 -0.002 -0.002 0.097

No. 3
38
Properties=species:S:1:pos:R:3:forces:R:3:lowdin_charge:R:1 method="wB97M-V/def2-TZVPD" total_charge=+3 de_lowest_kcal_mol=14.4
Zr 0.112542 -1.169760 -0.110569 4.784 3.934 4.887 1.981
O -0.840226 -0.525405 1.488883 -1.901 1.321 0.112 -0.218
C -1.592655 0.576373 1.522030 0.773 0.473 -0.203 -0.005
C -1.292828 1.824091 0.885154 0.321 -2.775 0.242 -0.097
C -2.143286 2.911321 1.169288 0.270 0.327 -0.444 0.110
C -1.798649 4.104977 0.580067 0.042 -1.045 0.560 -0.110
C -0.728346 4.192490 -0.331387 -0.428 0.425 0.214 0.122
C 0.052702 3.100173 -0.688799 0.097 0.145 -0.365 0.059
C -0.180769 1.899637 -0.057749 -1.112 0.320 0.604 -0.281
O 0.498886 0.800230 -0.333853 0.068 -1.601 -0.571 -0.199
N -2.579719 5.240975 0.975751 -3.574 5.122 1.482 -0.253
O -3.624519 5.065929 1.728812 4.053 -0.190 -2.777 0.079
O -2.242597 6.409692 0.583397 -0.462 -4.360 0.908 0.118
H -2.512959 0.504143 2.112643 0.316 -0.069 0.091 0.167
H -3.030969 2.799084 1.794803 0.332 0.248 -0.037 0.157
H -0.558022 5.160979 -0.778719 0.065 0.141 -0.121 0.151
H 0.769814 3.170687 -1.509374 -0.026 0.070 0.470 0.154
Se -2.868478 -1.161391 -2.440237 2.151 -3.136 -1.160 1.386
N -2.364407 -2.691726 -3.386294 -0.478 1.303 0.620 -0.086
C -1.202024 -3.189454 -2.986243 -0.816 1.285 0.655 -0.298
C -0.572822 -4.343455 -3.518521 1.150 -0.108 0.417 0.147
C 0.645577 -4.712708 -2.924401 -1.432 0.115 -0.643 0.048
C 1.178473 -3.983503 -1.866635 -0.315 0.752 0.950 0.035
N 0.605880 -2.862189 -1.312498 0.125 -1.322 -1.194 -0.045
C -0.572227 -2.467857 -1.877967 -1.892 -1.395 -2.871 -0.415
N -1.302158 -1.390613 -1.495322 -1.234 -0.120 -0.853 -0.464
H -1.051854 -4.840471 -4.358898 0.212 -0.229 0.150 0.165
H 1.167347 -5.610392 -3.214909 0.074 -0.045 -0.251 0.146
H 2.090355 -4.347302 -1.388927 -0.166 0.364 -0.056 0.161
C 2.450270 0.517962 2.448576 0.366 -0.598 0.739 0.036
C 2.643743 -0.925833 2.022127 2.216 0.025 2.357 -0.458
N 3.644019 -1.576877 2.664171 -2.100 1.393 -1.557 0.251
O 1.936304 -1.519678 1.170562 -1.499 -0.173 -1.444 -0.141
H 3.054469 0.735934 3.363669 -0.452 -0.105 -0.872 0.119
H 1.408175 0.682372 2.719206 -0.062 0.054 -0.178 0.087
H 2.759400 1.176882 1.645592 -0.034 0.187 -0.151 0.103
H 4.203697 -1.025147 3.301577 0.200 -0.578 0.021 0.143
H 3.837859 -2.530169 2.404992 0.369 -0.155 0.270 0.144